No. 1
{"formula": "C2H6N4S2", "method": "the ωB97M-V functional and the def2-TZVPD basis", "e_homo_ev": -9.3, "homo_lumo_gap_ev": 9.86, "total_charge": 0, "total_energy_ev": -29802.5366, "species": ["C", "C", "H", "H", "H", "H", "H", "H", "N", "N", "N", "N", "S", "S"], "positions_angstrom": [[1.396, 1.336, 0.300], [-1.458, -0.956, -0.812], [2.365, -0.275, 1.114], [0.709, -0.535, 0.694], [2.946, 2.045, 1.135], [-1.629, 0.189, 0.896], [-2.108, -1.432, 0.997], [-1.778, -2.039, -2.343], [1.558, 0.001, 0.558], [2.156, 2.320, 0.569], [-1.480, -0.777, 0.559], [-1.950, -1.988, -1.346], [-0.130, 1.826, -0.528], [-0.596, 0.285, -1.793]], "forces_ev_per_a": [[0.3980, 0.1858, 0.1165], [-0.0379, 0.2684, 0.0528], [-0.4197, 0.2016, -0.2523], [0.1430, -0.0955, 0.0002], [0.2655, -0.1066, 0.2329], [0.2349, -0.8128, -0.4736], [-0.0708, -0.1687, 0.0605], [-0.0180, 0.0347, -0.1283], [0.1149, 0.0665, 0.1398], [-0.5124, -0.1955, -0.3381], [-0.1761, 0.9591, 0.3386], [0.0711, -0.1351, 0.0417], [0.0050, -0.1686, 0.0155], [0.0026, -0.0334, 0.1937]]}

***

No. 2
{"formula": "C22H35EuO3", "method": "the ωB97M-V functional and the def2-TZVPD basis", "e_homo_ev": [-5.5, -5.6], "homo_lumo_gap_ev": [3.81, 4.88], "spin_multiplicity": 7, "total_charge": 0, "total_energy_ev": -48848.2038, "species": ["O", "C", "C", "H", "H", "C", "H", "H", "C", "H", "H", "H", "C", "H", "H", "H", "Eu", "C", "C", "C", "H", "C", "C", "H", "H", "H", "H", "C", "C", "C", "H", "C", "C", "H", "H", "H", "H", "O", "C", "C", "H", "H", "C", "H", "H", "C", "H", "H", "H", "H", "C", "C", "C", "O", "H", "H", "H", "H", "H", "H", "H"], "positions_angstrom": [[-0.085, 2.311, -1.233], [0.640, 2.962, -2.301], [-0.582, 3.787, -2.711], [0.952, 2.245, -3.080], [1.476, 3.510, -1.865], [-1.318, 2.990, -1.595], [-0.979, 3.534, -3.703], [-0.428, 4.867, -2.592], [-2.342, 2.028, -2.138], [-1.984, 1.561, -3.056], [-3.255, 2.576, -2.394], [-2.595, 1.254, -1.401], [-1.866, 3.739, -0.403], [-1.156, 4.460, 0.015], [-2.162, 3.040, 0.383], [-2.778, 4.273, -0.713], [-0.290, -1.262, 0.186], [0.989, 1.642, 3.096], [2.100, 0.756, 3.134], [2.644, 0.677, 1.817], [2.478, 0.244, 4.017], [1.849, 1.503, 0.965], [0.841, 2.106, 1.767], [0.096, 2.820, 1.420], [0.369, 1.918, 3.952], [3.518, 0.108, 1.522], [2.018, 1.678, -0.093], [-1.564, -0.613, 2.904], [-2.046, 0.513, 2.184], [-2.714, 0.053, 1.014], [-1.966, 1.544, 2.524], [-2.671, -1.380, 1.009], [-1.970, -1.785, 2.191], [-1.836, -2.812, 2.526], [-1.045, -0.592, 3.862], [-3.262, 0.676, 0.322], [-3.057, -2.060, 0.239], [0.254, -1.078, -1.987], [-0.405, -0.526, -3.189], [0.196, -1.210, -4.420], [-0.227, 0.560, -3.170], [-1.482, -0.707, -3.066], [1.077, -2.350, -3.877], [0.774, -0.477, -5.005], [-0.609, -1.561, -5.064], [1.158, -2.213, -2.347], [2.085, -2.305, -4.285], [0.681, -3.336, -4.139], [2.162, -1.945, -1.978], [0.803, -3.107, -1.812], [0.610, -3.942, 3.045], [1.312, -2.620, 2.751], [2.781, -2.740, 3.097], [1.222, -2.261, 1.382], [1.002, -4.719, 2.370], [-0.473, -3.889, 2.895], [0.788, -4.247, 4.092], [0.857, -1.870, 3.432], [3.219, -3.518, 2.457], [3.295, -1.796, 2.894], [2.903, -3.017, 4.155]], "forces_ev_per_a": [[-0.1927, -0.3881, -0.5911], [-0.1952, -0.3160, 0.1891], [-0.0120, -0.0732, 0.0411], [0.3066, 0.2208, 0.3047], [0.1444, -0.0578, -0.3381], [0.2550, 0.5061, 0.2832], [0.1852, 0.3720, 0.1646], [-0.4115, -0.2940, 0.0373], [-0.4134, -0.0976, -0.1965], [-0.0958, -0.0032, 0.0484], [0.0445, -0.0982, 0.0616], [0.1456, 0.2331, -0.2587], [-0.4625, 0.4403, -0.0886], [-0.0505, -0.2049, -0.1432], [0.1547, -0.0341, -0.0204], [0.2617, -0.0100, 0.1209], [1.9454, 1.8022, 4.2271], [0.4899, -0.0616, -0.3167], [-0.0032, 0.3478, -0.8245], [-0.7084, 0.2006, 0.6751], [-0.0684, 0.1049, -0.1938], [-0.2052, -0.7464, 0.2359], [-0.1975, -0.2625, 0.2998], [0.1942, -0.2095, 0.0593], [0.1879, -0.0508, -0.2978], [-0.0650, 0.0112, -0.0256], [0.0900, 0.1007, 0.1517], [-0.6172, -0.3229, -0.8832], [0.0774, -0.7562, -0.1707], [0.4266, -0.4717, 0.2621], [0.1306, -0.3356, -0.2937], [-0.1565, -0.0028, 0.3499], [-0.1691, 0.3835, 0.0111], [-0.0978, 0.4290, -0.1929], [-0.0828, 0.0346, -0.4752], [0.0701, -0.0850, 0.0414], [-0.2819, 0.2891, 0.4123], [0.4812, -0.6857, -2.0868], [0.1059, 0.2925, 0.5016], [0.0793, 0.4322, 0.2511], [-0.0335, -0.6141, 0.1006], [0.2840, -0.0048, -0.1122], [0.2037, -0.4738, 0.1112], [-0.1066, -0.3760, 0.2936], [0.1280, -0.1529, 0.0123], [-0.1531, 0.8030, -0.0790], [-0.0714, 0.0413, -0.0571], [-0.0333, 0.2280, 0.0210], [-0.4448, -0.1116, -0.1441], [0.1128, 0.1602, -0.1698], [0.0356, -0.4406, -0.1099], [0.1446, -0.0175, 0.2725], [0.2699, -0.0684, 0.1208], [-2.1160, 0.1866, -0.8434], [-0.0519, 0.1152, 0.2572], [0.3476, -0.0486, 0.0507], [-0.0418, 0.0781, -0.4161], [0.2132, 0.0581, -0.6530], [0.0281, 0.0829, 0.2005], [-0.1072, -0.1680, 0.1117], [0.1025, 0.0901, -0.2993]]}